DFT (ωB97M-V/def2-TZVPD) results for 4 unconnected molecules or ions with the total composition C44H65O17P in a non-equilibrium geometry.

Positions of all 127 atoms, in Å:
C -0.46 2.78 6.16
C -1.02 1.67 5.66
C -2.24 0.96 6.23
O -3.17 0.68 5.22
C -2.88 -0.55 4.56
C -3.40 -0.59 3.10
C -3.92 0.74 2.58
C -2.88 1.86 2.51
P -2.06 1.93 0.91
O -2.92 1.61 -0.23
O -0.78 0.96 1.02
C 0.37 1.46 1.72
C 1.12 0.32 2.38
O -1.48 3.42 0.83
C -0.90 3.72 -0.47
C 0.28 4.67 -0.33
O -4.47 -1.51 3.05
C -4.23 -2.58 2.15
C -4.01 -2.15 0.71
C -4.21 -3.28 -0.30
C -3.07 -3.29 -1.33
C -2.87 -1.96 -2.08
C -1.39 -1.58 -2.29
C -0.62 -1.36 -0.98
C 0.19 -2.56 -0.46
C -0.11 -2.90 1.00
C 1.01 -3.72 1.66
C 2.00 -2.84 2.44
C 3.46 -3.24 2.20
C 4.43 -2.60 3.21
C 5.58 -1.85 2.54
C 5.26 -0.36 2.28
H -0.02 3.53 5.50
H -0.35 2.98 7.22
H -0.57 1.25 4.76
H -1.94 0.05 6.76
H -2.70 1.63 6.95
H -3.36 -1.37 5.10
H -1.80 -0.74 4.57
H -2.55 -0.89 2.48
H -4.26 0.54 1.56
H -4.80 1.02 3.13
H -2.14 1.79 3.30
H -3.39 2.81 2.65
H 0.09 2.18 2.49
H 1.04 1.97 1.03
H 1.64 -0.30 1.65
H 1.87 0.77 3.03
H 0.45 -0.28 3.00
H -1.69 4.12 -1.11
H -0.56 2.81 -0.95
H 0.38 5.21 -1.26
H 0.19 5.36 0.50
H 1.19 4.08 -0.22
H -3.42 -3.23 2.51
H -5.13 -3.20 2.18
H -4.58 -1.26 0.47
H -2.97 -1.84 0.63
H -5.14 -3.12 -0.85
H -4.23 -4.26 0.18
H -3.34 -4.03 -2.09
H -2.15 -3.64 -0.89
H -3.30 -2.07 -3.07
H -3.37 -1.11 -1.62
H -1.41 -0.61 -2.81
H -0.90 -2.29 -2.96
H -1.30 -1.01 -0.21
H 0.08 -0.55 -1.15
H 1.25 -2.28 -0.49
H 0.07 -3.45 -1.08
H -1.06 -3.45 1.05
H -0.26 -1.98 1.57
H 1.56 -4.23 0.87
H 0.61 -4.47 2.33
H 1.81 -2.92 3.52
H 1.85 -1.79 2.18
H 3.50 -4.32 2.26
H 3.73 -2.97 1.18
H 4.84 -3.39 3.85
H 3.86 -1.92 3.83
H 6.43 -1.87 3.23
H 5.91 -2.34 1.63
H 6.08 0.28 2.57
H 5.02 -0.23 1.23
H 4.40 -0.06 2.88
C 2.25 9.52 -3.61
C 2.53 9.03 -2.39
C 1.44 8.58 -1.45
O 1.78 8.13 -0.37
C 0.06 8.72 -1.88
C -0.22 9.21 -3.09
C 0.87 9.63 -4.05
O 0.54 10.05 -5.14
O -1.45 9.37 -3.55
O 3.76 8.89 -1.93
H 3.02 9.84 -4.30
H -0.71 8.41 -1.19
H -1.36 9.74 -4.45
H 3.67 8.52 -1.03
C 5.94 2.44 -1.68
C 7.06 2.50 -2.41
C 7.46 1.38 -3.34
O 8.48 1.52 -3.98
C 6.60 0.21 -3.42
C 5.48 0.16 -2.69
C 5.07 1.28 -1.77
O 4.03 1.16 -1.15
O 4.65 -0.87 -2.71
O 7.91 3.52 -2.37
H 5.65 3.24 -1.00
H 6.90 -0.59 -4.08
H 3.92 -0.65 -2.09
H 8.62 3.30 -3.00
C -2.90 -7.02 -4.24
C -3.48 -8.22 -4.44
C -4.88 -8.34 -4.99
O -5.32 -9.46 -5.16
C -5.62 -7.13 -5.27
C -5.04 -5.93 -5.07
C -3.64 -5.81 -4.55
O -3.19 -4.69 -4.40
O -5.66 -4.78 -5.30
O -2.87 -9.37 -4.18
H -1.90 -6.92 -3.85
H -6.63 -7.23 -5.65
H -5.02 -4.08 -5.07
H -3.51 -10.07 -4.42

Summary:
Electronic energy in Eh: -3335.9916
Multiplicity: 1
SMILES: C=CCOC[C@H](CCP(=O)(OCC)OCC)OCCCCCCCCCCCCCCC.O=C1C=C(O)C(=O)C=C1O.O=C1C=C(O)C(=O)C=C1O.O=C1C=C(O)C(=O)C=C1O
Orbital gap in eV: 7.712
HOMO in Ha: -0.344